1.
The following is a quantum chemistry calculation of C44H38N4O2P2S2SnTe as an isolated structure at a distorted geometry, from the Open Molecules 2025 dataset.

Geometry as XYZ:
```
94
C44H38N4O2P2S2SnTe (wB97M-V/def2-TZVPD)
Sn 2.035 -0.641 -0.574
Te -1.991 1.582 1.796
C -3.383 0.350 2.832
C -4.448 -0.248 2.167
C -5.266 -1.130 2.860
N -5.102 -1.438 4.145
C -4.097 -0.845 4.784
C -3.218 0.045 4.180
C -0.915 -0.028 1.032
P -1.049 -0.664 -0.623
C -2.453 0.131 -1.485
C -3.514 -0.601 -2.020
C -4.540 0.039 -2.703
C -4.518 1.415 -2.869
C -3.464 2.153 -2.349
C -2.440 1.517 -1.664
C -1.638 -2.396 -0.517
C -2.612 -2.773 0.406
C -3.057 -4.083 0.466
C -2.529 -5.037 -0.396
C -1.559 -4.675 -1.317
C -1.114 -3.360 -1.374
P 0.604 -0.493 1.652
C 1.335 0.504 2.977
C 1.824 1.781 2.709
C 2.359 2.552 3.728
C 2.403 2.056 5.023
C 1.919 0.786 5.298
C 1.393 0.006 4.280
C 0.587 -2.161 2.376
C -0.629 -2.599 2.902
C -0.706 -3.818 3.555
C 0.426 -4.616 3.674
C 1.639 -4.182 3.161
C 1.720 -2.951 2.527
H -4.631 -0.047 1.118
H -6.094 -1.615 2.353
H -3.979 -1.098 5.832
H -2.407 0.479 4.751
H -3.547 -1.675 -1.907
H -5.358 -0.543 -3.108
H -5.319 1.911 -3.401
H -3.437 3.228 -2.473
H -1.634 2.101 -1.248
H -3.020 -2.026 1.076
H -3.813 -4.364 1.189
H -2.869 -6.063 -0.343
H -1.142 -5.415 -1.988
H -0.358 -3.081 -2.098
H 1.775 2.177 1.710
H 2.736 3.541 3.505
H 2.815 2.662 5.821
H 1.955 0.396 6.307
H 1.026 -0.987 4.500
H -1.508 -1.977 2.793
H -1.653 -4.149 3.963
H 0.360 -5.577 4.168
H 2.531 -4.788 3.250
H 2.680 -2.605 2.168
C -0.464 4.052 -6.437
C -0.017 3.782 -5.027
C 0.574 4.790 -4.269
C 0.991 4.558 -2.969
C 0.815 3.297 -2.419
C 0.222 2.280 -3.152
C -0.189 2.526 -4.450
S 1.305 2.985 -0.754
O 0.190 2.471 0.001
O 2.005 4.151 -0.289
N 2.262 1.687 -0.767
C 3.610 1.659 -0.989
C 4.502 2.665 -1.371
C 5.824 2.307 -1.540
C 6.253 0.993 -1.335
C 5.321 0.059 -0.941
N 4.045 0.402 -0.766
H 0.387 4.301 -7.073
H -1.154 4.896 -6.472
H -0.965 3.186 -6.865
H 0.708 5.775 -4.702
H 1.451 5.338 -2.378
H 0.059 1.310 -2.700
H -0.663 1.735 -5.018
H 4.158 3.679 -1.511
H 6.540 3.063 -1.836
H 7.286 0.709 -1.467
H 5.565 -0.976 -0.745
S 4.777 -4.282 1.158
C 3.976 -3.133 0.388
N 3.386 -2.285 -0.179
C 2.029 -1.095 -2.664
H 3.061 -1.223 -2.990
H 1.550 -0.298 -3.226
H 1.489 -2.025 -2.824
```

Output
frontier orbital gap	7.156	eV
HOMO level	-7.43	eV

2.
The following is a quantum chemistry calculation of one molecule with the formula ClFHP3 at a distorted geometry, from the Open Molecules 2025 dataset.

Geometry as XYZ:
```
6
ClFHP3 (wB97M-V/def2-TZVPD)
F 3.339 0.345 0.662
P 0.714 0.687 -0.517
P 1.921 -0.592 0.716
P 1.776 -0.920 -1.495
Cl 0.120 -2.429 0.440
H -0.287 -0.248 -0.493
```

Output
frontier orbital gap	6.473	eV
HOMO level	-9.56	eV

3.
The following is a quantum chemistry calculation of one molecule with the formula C3H4O2S2 at a distorted geometry, from the Open Molecules 2025 dataset.

Geometry as XYZ:
```
11
C3H4O2S2 (wB97M-V/def2-TZVPD)
C -2.639 0.009 0.297
C 0.068 0.216 0.039
C 1.416 -0.521 -0.122
H -3.458 -0.597 0.500
H -2.491 0.773 1.054
H -2.949 0.414 -0.826
H 3.227 -0.408 0.680
O 2.549 0.223 0.486
O 1.251 -1.762 -0.400
S -1.170 -0.976 0.014
S 0.057 1.845 -0.225
```

Output
frontier orbital gap	7.781	eV
HOMO level	-8.99	eV

4.
The following is a quantum chemistry calculation of one molecule with the formula C6H11FS at a distorted geometry, from the Open Molecules 2025 dataset.

Geometry as XYZ:
```
19
C6H11FS (wB97M-V/def2-TZVPD)
C 2.053 -1.520 -0.084
C 0.493 -1.243 -0.390
C -0.038 -0.188 0.583
C -1.521 0.402 0.351
C -0.976 1.661 -0.298
C 0.450 1.282 0.286
H 2.622 -1.711 -0.998
H 2.369 -0.587 0.472
H 2.194 -2.417 0.620
H 0.063 -2.274 -0.313
H 0.363 -0.902 -1.491
H 0.005 -0.455 1.646
H -1.805 0.680 1.402
H -3.567 0.336 -0.813
H -0.770 1.750 -1.374
H -1.399 2.554 0.160
H 0.805 1.820 1.188
F 1.472 1.455 -0.656
S -2.813 -0.644 -0.291
```

Output
frontier orbital gap	9.863	eV
HOMO level	-9.02	eV

5.
The following is a quantum chemistry calculation of C3H8NOS as an isolated structure at a distorted geometry, from the Open Molecules 2025 dataset.

Geometry as XYZ:
```
14
C3H8NOS (wB97M-V/def2-TZVPD)
C -0.378 -1.207 -1.269
C -1.255 -0.225 -2.075
C -0.049 -0.166 -0.276
N 0.768 -0.050 0.749
O 1.088 1.643 2.859
S -1.175 1.025 -0.859
H -1.113 -2.015 -1.020
H 0.415 -1.816 -1.574
H -1.010 0.214 -3.126
H -2.218 -0.716 -2.203
H 1.893 1.108 2.749
H 1.046 -0.871 1.146
H 0.593 0.693 1.427
H 1.396 2.383 3.472
```

Output
frontier orbital gap	9.922	eV
HOMO level	-14.54	eV
net charge	+1

6.
The following is a quantum chemistry calculation of C3H6N2O as an isolated structure at a distorted geometry, from the Open Molecules 2025 dataset.

Geometry as XYZ:
```
12
C3H6N2O (wB97M-V/def2-TZVPD)
C 0.007 1.269 0.104
C -0.578 0.070 -0.701
C -1.191 -0.991 0.221
N 2.283 0.184 0.286
N 1.228 0.642 -0.155
O 2.806 -0.814 -0.101
H 0.009 2.287 -0.366
H -0.281 1.317 1.102
H -0.468 0.014 -1.742
H -1.948 -1.678 -0.118
H -1.529 -0.536 1.140
H -0.339 -1.762 0.331
```

Output
frontier orbital gap (alpha / beta)	7.837 / 7.823	eV
HOMO level (alpha / beta)	-7.93 / -7.92	eV

For each record above, in turn, the calculated relative energy (zero: lowest compared OMol25 entry of this formula, charge and spin) values are 11.7 46.5 36.9 20.1 15.9 159.2 kcal per mole.